1.
The following is a quantum chemistry calculation of a 2-piece molecular cluster, C24H35N5O2S overall at a distorted geometry, from the OMol25 dataset.

Each line ends with the natural charge from an NBO analysis.
Element x y z (Å)
C -0.4698 -0.2206 -6.5387  -0.3955
N 0.1560 -1.1612 -5.6317  -0.4894
C 0.3644 -2.4798 -6.2001  -0.3934
C 0.1423 -0.9533 -4.2463  0.1960
C -1.0711 -0.8959 -3.5217  -0.2571
C -1.0573 -0.7666 -2.1397  -0.1115
C 0.1653 -0.6029 -1.4471  -0.1452
C 0.2684 -0.5554 0.0107  0.0561
C -0.1883 -1.5450 0.8392  -0.3409
C 0.0541 -1.4327 2.2725  0.6790
O 0.6474 -0.4869 2.8027  -0.5958
N -0.3673 -2.5148 3.0686  -0.4578
C -0.1356 -2.3649 4.5003  -0.4170
C -1.2260 -3.5253 2.6422  0.3059
S -1.9228 -4.6624 3.6512  -0.1715
N -1.3892 -3.6000 1.2698  -0.4629
C -2.0184 -4.8144 0.7509  -0.4146
C -0.5731 -2.8797 0.3700  0.6813
O -0.2283 -3.3843 -0.6985  -0.5609
C 1.3627 -0.5762 -2.1875  -0.1589
C 1.3624 -0.8321 -3.5447  -0.2248
H -0.4522 0.7808 -6.0908  0.2083
H 0.1046 -0.2126 -7.4764  0.1965
H -1.5120 -0.5042 -6.7611  0.1676
H 0.8746 -3.1223 -5.4733  0.2132
H -0.5936 -2.9475 -6.4899  0.1712
H 0.9775 -2.3919 -7.1082  0.1899
H -2.0091 -1.0033 -4.0725  0.2188
H -1.9996 -0.7849 -1.5888  0.2098
H 0.9620 0.1480 0.4675  0.2661
H -0.4062 -3.3185 4.9514  0.2415
H 0.9154 -2.1370 4.6818  0.2226
H -0.7653 -1.5728 4.9175  0.2082
H -2.0993 -4.7350 -0.3314  0.2312
H -1.4203 -5.6898 1.0268  0.2136
H -2.9960 -4.9239 1.2222  0.2276
H 2.2876 -0.4063 -1.6333  0.2157
H 2.2991 -0.9084 -4.0961  0.2251
C 3.4505 3.4222 1.0007  -0.4119
C 3.8828 2.4337 2.1080  -0.4115
C 2.6012 2.0979 2.8931  -0.2107
N 1.5137 2.5523 2.0619  -0.4577
C 0.2438 2.7490 2.6979  -0.1949
C -0.8283 2.7986 1.6254  -0.0464
C -2.2535 2.8817 2.1887  -0.4118
C -3.1035 2.0980 1.1772  -0.4016
C -2.1200 1.1751 0.4423  -0.2184
N -0.7936 1.6214 0.7986  -0.6286
C 1.9377 3.6237 1.1887  -0.2121
H 3.9764 4.3797 1.0800  0.2104
H 3.6340 2.9857 0.0127  0.2043
H 4.2870 1.5179 1.6647  0.2059
H 4.6333 2.8761 2.7702  0.2095
H 2.4927 1.0230 3.0860  0.2206
H 2.6123 2.6044 3.8785  0.1544
H 0.0435 1.9043 3.3737  0.2200
H 0.2042 3.7057 3.2631  0.1568
H -0.6139 3.6739 0.9838  0.1679
H -2.2950 2.3952 3.1715  0.2038
H -2.5704 3.9248 2.2946  0.2180
H -3.9106 1.5255 1.6384  0.2126
H -3.5277 2.7793 0.4329  0.2006
H -2.2436 0.1356 0.7815  0.1697
H -2.2682 1.1653 -0.6507  0.1897
H -0.1523 1.7297 0.0217  0.3744
H 1.7269 4.6273 1.6152  0.1583
H 1.3972 3.5771 0.2323  0.1809

Forces on atoms 1 to 6 (eV/Å):
-0.09 -0.15 0.47
0.58 0.12 -0.79
-0.04 0.15 0.26
-0.15 -0.23 0.94
0.60 0.00 -0.27
0.39 0.11 0.29

Output
- HOMO-LUMO gap: 7.25 eV
- Strongest force on any atom: 1.90 eV/A
- Energy: -47835.785 eV



2.
The following is a quantum chemistry calculation of C24H36BEuF6I2N7O4S5 as an isolated structure at a distorted geometry, from the OMol25 dataset.

Each line ends with the Mulliken spin population.
Element x y z (Å)
Eu -3.4015 -19.7255 -1.7135  6.1227
C -2.4284 -20.5643 -6.7661  0.0006
C -1.6396 -21.8630 -6.6445  -0.0004
C -2.5142 -23.1579 -6.8666  -0.0002
C -0.5845 -21.8610 -7.7958  0.0000
N -0.9808 -21.9263 -5.3337  0.0007
C 0.3819 -22.1900 -5.1823  -0.0005
C 0.6391 -22.3902 -3.9100  0.0000
N -0.5736 -22.2917 -3.2138  0.0019
B -0.5658 -22.5331 -1.6586  -0.0005
N -1.9283 -22.9751 -1.0200  -0.0144
C -2.4381 -24.1642 -1.4389  0.0005
C -3.4125 -24.5069 -0.5620  -0.0036
N -3.6377 -23.4436 0.2737  -0.0018
C -2.7011 -22.4881 -0.0064  0.0038
S -2.5498 -20.8858 0.7124  -0.0376
C -4.3914 -23.5490 1.5664  0.0015
C -4.8192 -25.0151 1.7707  0.0000
C -3.4333 -23.1025 2.7252  -0.0024
C -5.6608 -22.6360 1.5225  -0.0006
N 0.2195 -21.5082 -0.9138  0.0022
C 1.1358 -21.8172 0.1145  -0.0005
C 1.6924 -20.6571 0.5690  -0.0009
N 1.0713 -19.6285 -0.1178  0.0001
C 0.1835 -20.1811 -0.9919  -0.0031
S -0.6979 -19.2672 -2.1573  -0.0320
C 1.5087 -18.1920 -0.0053  0.0003
C 0.4245 -17.1292 0.0646  0.0009
C 2.4109 -17.8914 -1.2113  -0.0006
C 2.2807 -18.0425 1.2583  0.0001
C -1.5304 -21.9784 -4.0984  0.0005
S -3.2548 -21.6851 -3.7726  -0.0148
H -2.9442 -20.5797 -7.6754  0.0000
H -1.7211 -19.6902 -6.7361  -0.0002
H -3.1788 -20.3277 -6.0037  -0.0002
H -2.7707 -23.1391 -7.8940  0.0000
H -3.4170 -23.1712 -6.2505  0.0004
H -1.8842 -24.0047 -6.5583  0.0000
H -1.1444 -21.5744 -8.6924  0.0000
H -0.0545 -22.8163 -7.9495  0.0000
H 0.1776 -21.1415 -7.7134  0.0000
H 0.9745 -22.0083 -6.0437  0.0000
H 1.5782 -22.5112 -3.3876  0.0002
H 0.1332 -23.5006 -1.4436  0.0000
H -2.0323 -24.8213 -2.1810  -0.0007
H -3.9969 -25.4240 -0.5285  -0.0003
H -3.9662 -25.6487 1.9686  0.0000
H -5.4251 -25.3643 0.8959  0.0000
H -5.4937 -25.0856 2.6363  0.0000
H -2.3787 -23.4005 2.6696  -0.0003
H -3.7673 -23.5556 3.6736  -0.0003
H -3.4754 -22.0173 2.7764  0.0020
H -6.2709 -22.9646 0.6915  0.0001
H -5.3974 -21.6306 1.2667  0.0000
H -6.2028 -22.7010 2.4649  0.0000
H 1.2446 -22.8059 0.4974  -0.0001
H 2.4160 -20.5502 1.3626  -0.0001
H 0.1109 -16.8320 -0.9445  0.0003
H 0.8560 -16.2389 0.5170  0.0001
H -0.4822 -17.4601 0.6030  -0.0004
H 1.8739 -17.8569 -2.2005  0.0000
H 3.2954 -18.4367 -1.2785  0.0000
H 2.7708 -16.8596 -1.1057  -0.0001
H 1.6818 -18.1750 2.1158  0.0000
H 2.6731 -17.0312 1.3124  0.0000
H 3.1788 -18.6517 1.2071  0.0000
I -2.6288 -17.0421 -3.8270  -0.0032
C -3.7728 -15.4050 -3.0924  -0.0001
I -2.9602 -14.6119 -1.3882  0.0000
H -4.7831 -15.7413 -2.9217  0.0001
H -3.7926 -14.5767 -3.8352  -0.0002
F -6.7752 -18.8938 -3.5240  0.0000
C -7.5434 -19.8737 -2.9935  -0.0006
F -7.4126 -20.9172 -3.7414  0.0000
F -8.8333 -19.5766 -2.9038  0.0000
S -6.8805 -20.2534 -1.3234  -0.0001
O -5.5461 -20.6891 -1.7009  -0.0109
O -7.6089 -21.2373 -0.5918  -0.0012
N -6.9005 -18.8356 -0.6861  0.0004
S -5.6436 -17.9092 -0.4527  -0.0069
O -5.3003 -17.1340 -1.6372  0.0010
O -4.4768 -18.5182 0.1774  -0.0007
C -6.3120 -16.7705 0.8208  -0.0003
F -5.2394 -16.1080 1.2501  0.0001
F -7.1752 -15.9696 0.2324  0.0000
F -6.7911 -17.4190 1.8941  0.0000

Forces on atoms 1 to 6 (eV/Å):
0.97 -0.58 0.25
0.97 1.24 1.37
-0.45 -0.46 -0.62
0.96 1.10 1.72
-1.10 -0.90 0.00
0.81 -0.51 0.93

Output
- Total charge: +1
- HOMO-LUMO gap (spin up / spin down): 6.03 / 8.37 eV
- Energy relative to the best compared isomer or geometry (same formula, charge and spin): 0.00 kcal per mole
- Strongest force on any atom: 2.77 eV/A
- <S²>: 12.036
- Multiplicity: 7
- Energy: -150779.552 eV



3.
The following is a quantum chemistry calculation of C24H36BN5O9Pb as an isolated structure at a distorted geometry, from the OMol25 dataset.

Each line ends with the Mulliken charge.
Element x y z (Å)
Pb 2.9571 14.6214 -19.3652  1.7601
O 4.6605 12.8692 -20.2925  -0.7034
C 5.0917 11.7788 -20.0211  0.3638
O 4.4481 10.6471 -20.1679  -0.5166
B 5.2349 9.5546 -19.5661  1.1715
O 6.5213 10.1696 -19.2218  -0.6206
C 6.4724 11.4847 -19.3848  0.6863
O 7.3103 12.2780 -19.0835  -0.6319
O 5.3906 8.4034 -20.4599  -0.5017
C 5.0500 7.2854 -19.8157  0.4859
O 5.1616 6.1685 -20.2014  -0.5675
C 4.4265 7.7031 -18.4682  0.5995
O 4.5719 9.0204 -18.3570  -0.4058
O 3.8851 6.9880 -17.6919  -0.6020
O 1.1877 15.8528 -20.0537  -0.6577
H 0.8342 16.3780 -20.7656  0.0370
C 6.3585 10.0929 -15.0847  -1.2811
C 4.9622 10.6033 -14.7529  -0.5177
C 4.8914 12.1255 -14.8569  0.1034
C 4.4569 12.6375 -16.1665  -0.2009
N 4.0424 13.1765 -17.0915  0.0488
H 7.1183 10.4483 -14.3795  0.3951
H 6.6911 10.4640 -16.0540  0.2231
H 6.4105 9.0075 -15.1136  0.3679
H 4.7766 10.2796 -13.7291  0.3249
H 4.2643 10.1475 -15.4484  0.3659
H 5.8311 12.5904 -14.5600  0.2422
H 4.0949 12.5017 -14.2021  -0.1033
C -1.6650 15.9365 -15.5333  -0.6128
C -2.2501 15.0080 -16.5742  -0.5632
C -1.5321 15.0733 -17.9323  -0.4449
C -0.2900 14.3030 -17.9126  0.3673
N 0.6699 13.6674 -17.9022  -0.5415
H -0.7577 15.5516 -15.0690  -0.2301
H -2.3782 16.0751 -14.7209  0.4003
H -1.4255 16.8859 -16.0137  0.3380
H -3.3235 15.1159 -16.7302  0.3385
H -2.1798 13.9551 -16.2741  0.3851
H -1.3110 16.0841 -18.2677  0.2459
H -2.1363 14.5364 -18.6682  0.3338
C 1.6475 13.5360 -14.3169  -0.9396
C 2.4401 14.6588 -13.6655  -0.3426
C 2.2635 16.0442 -14.3276  -0.5552
C 2.4759 15.9609 -15.7674  0.1993
N 2.6881 15.9073 -16.8893  -0.3179
H 2.0463 13.2324 -15.2856  0.0422
H 0.5820 13.7351 -14.4606  0.2855
H 1.6515 12.6740 -13.6430  0.3940
H 3.5021 14.4102 -13.6147  0.3343
H 2.0872 14.7445 -12.6349  0.3582
H 2.9698 16.7449 -13.8919  0.3722
H 1.2234 16.3221 -14.1581  0.2494
C 1.8265 17.4253 -23.6659  -1.0441
C 3.0295 18.3000 -23.3243  -0.4051
C 4.3535 17.5129 -23.2134  -0.5004
C 4.2463 16.3287 -22.3734  0.2373
N 4.1584 15.3926 -21.7062  -0.3122
H 0.9689 18.0848 -23.7841  0.3322
H 1.6397 16.6517 -22.9279  0.2167
H 2.0231 16.9795 -24.6463  0.3343
H 2.8013 18.8239 -22.3913  0.3124
H 3.2185 19.0550 -24.0873  0.3080
H 5.1797 18.1486 -22.9143  0.3031
H 4.4973 17.1268 -24.2294  0.2643
C 7.3845 14.9974 -15.8613  -0.8037
C 7.0293 16.4886 -15.8943  -0.3693
C 7.0483 17.0789 -17.3209  -0.5232
C 6.1211 16.3623 -18.1900  0.0617
N 5.3678 15.8041 -18.8292  -0.1761
H 6.6196 14.3243 -16.2361  0.0067
H 7.5442 14.7568 -14.8024  0.3497
H 8.3383 14.7941 -16.3489  0.3405
H 7.7290 17.0073 -15.2441  0.3534
H 6.0085 16.6142 -15.5261  0.1210
H 8.0339 17.1200 -17.7800  0.3491
H 6.6517 18.0967 -17.2322  0.2820

Forces on atoms 1 to 6 (eV/Å):
-0.78 0.37 -0.40
0.08 0.14 -0.21
-0.21 -0.26 0.17
0.01 0.30 -0.02
-0.08 -0.68 0.06
0.37 0.44 0.18

Output
- HOMO-LUMO gap: 8.94 eV
- Energy relative to the best compared isomer or geometry (same formula, charge and spin): 18.04 kcal per mole
- Strongest force on any atom: 1.40 eV/A
- Energy: -57278.861 eV